1.
This record from OMol25 describes a 2-piece molecular cluster, C3H9S2 overall at a distorted geometry. The level of theory is ωB97M-V/def2-TZVPD.

Each line ends with the Mulliken charge.
Cartesian coordinates (Å):
1 C 0.78635 -2.23269 3.34118  -0.558
2 S 0.61639 -1.06146 4.81245  -0.792
3 H 0.38210 -1.75277 2.43973  0.080
4 H 1.85401 -2.63772 3.25749  0.146
5 H 0.08173 -3.03979 3.64978  0.125
6 C 0.23006 1.62212 -0.82075  -0.713
7 S -1.27062 2.10690 -1.79945  -0.080
8 C -1.06346 0.76247 -2.98477  -1.106
9 H 0.22173 1.88397 0.26808  0.341
10 H 1.01008 2.22755 -1.30013  0.255
11 H 0.14157 0.51738 -0.84569  0.172
12 H -0.85511 -0.21938 -2.74475  0.418
13 H -1.87618 0.88633 -3.70690  0.289
14 H -0.25866 0.93709 -3.56626  0.424

Atomic forces in eV per Å
-0.0311 -0.2961 1.5414
0.3269 -0.1511 -0.6332
0.5102 -0.2434 0.0095
-1.5199 0.5782 -0.2325
0.7199 0.1260 -0.7184
-1.0255 0.5565 0.7665
0.2417 -0.8684 0.8650
-2.5117 2.1263 -0.5355
-0.4487 0.0721 -0.9970
0.4145 -1.2289 0.1675
1.1343 0.7459 -0.2270
-0.6039 -2.1805 1.6520
-0.2558 -0.5109 0.3140
3.0491 1.2742 -1.9724

Computed properties:
E_HOMO, hartree: -0.07233
Gap between HOMO and LUMO, eV: 4.6697
Net charge: -1
E_LUMO, Ha: 0.0993



2.
This record from OMol25 describes a 2-piece molecular cluster, C2H9N2O3 overall at a distorted geometry. The level of theory is ωB97M-V/def2-TZVPD.

Each line ends with the Mulliken charge.
Cartesian coordinates (Å):
1 C -0.96401 -0.54834 0.33416  0.156
2 C 0.63635 -0.69361 0.14677  0.594
3 N 1.10668 1.49903 -0.43419  -0.709
4 N -1.91494 -0.28637 -0.65673  -0.571
5 O -1.16732 0.23134 1.44719  -0.517
6 O 1.45162 -0.72902 1.17042  -0.447
7 O 0.99951 -1.22202 -0.92882  -0.381
8 H -1.07164 -1.64440 0.49501  0.316
9 H 0.31783 1.67448 -1.06646  0.256
10 H 1.04769 2.18108 0.27285  0.267
11 H -1.94074 0.67499 -1.06081  0.255
12 H -1.58730 -0.88151 -1.42843  0.290
13 H 2.06621 1.60070 -0.96197  0.301
14 H -2.09890 0.07862 1.78555  0.372
15 H 1.27877 -0.22218 1.96121  0.382
16 H 1.84019 -1.71280 -1.07575  0.436

Atomic forces in eV per Å
1.1499 -1.0528 1.1973
-0.7095 2.4175 2.2458
1.5629 -1.0003 -2.3686
1.0975 0.5150 -2.5648
-0.8869 -0.1016 1.1143
0.2627 -1.2410 -1.6250
0.0971 -1.4196 -2.0332
-0.2071 0.1020 0.5205
0.7506 0.1251 -0.0291
0.1284 1.0445 1.0374
0.1833 -0.7448 0.8588
-1.0143 0.0780 -0.1703
-2.6995 -0.0976 1.2729
1.5230 0.2699 -0.6083
-0.9915 0.4642 0.3312
-0.2468 0.6419 0.8211

Computed properties:
E_HOMO, hartree: -0.53110
Gap between HOMO and LUMO, eV: 10.8955
Net charge: +1
E_LUMO, Ha: -0.1307



3.
This record from OMol25 describes one molecule with the formula C3H4IN3O at a distorted geometry. The level of theory is ωB97M-V/def2-TZVPD.

Each line ends with the Mulliken charge.
Cartesian coordinates (Å):
1 C -0.67885 0.09266 -0.00354  -0.477
2 C 0.40693 -1.19412 -0.07728  0.631
3 C 0.18444 1.12320 -0.06962  0.401
4 N 1.57160 -0.66914 -0.14080  -0.518
5 N 0.02759 -2.47930 -0.13053  -0.452
6 N -0.01830 2.47269 -0.12747  -0.480
7 O 1.47880 0.71092 -0.13722  -0.182
8 I -2.74701 -0.01846 0.08466  0.128
9 H -0.88002 -2.69992 0.24630  0.202
10 H 0.75989 -3.15838 -0.00097  0.258
11 H -0.89421 2.79023 0.25500  0.234
12 H 0.78916 3.02962 0.10146  0.254

Atomic forces in eV per Å
2.3019 -3.4385 -0.1978
-3.3432 4.9934 0.2125
-0.1173 -0.6295 0.0386
0.6342 -1.2937 -0.0340
0.2203 -0.6060 -0.0602
0.2089 -0.0804 -0.0535
-0.5944 0.9495 0.0003
0.6791 0.1199 -0.0223
0.1183 -0.0040 0.0089
-0.1095 -0.1280 0.0439
0.0744 0.0461 0.0104
-0.0727 0.0712 0.0534

Computed properties:
E_HOMO, hartree: -0.30770
Gap between HOMO and LUMO, eV: 8.8133
E_LUMO, Ha: 0.0162
SMILES string: Nc1noc(N)c1I



4.
This record from OMol25 describes one molecule with the formula C4H4ClIN2O at a distorted geometry. The level of theory is ωB97M-V/def2-TZVPD.

Each line ends with the Mulliken charge.
Cartesian coordinates (Å):
1 C -0.48274 0.49676 0.16337  0.384
2 C -0.13450 -0.88763 0.21989  0.554
3 C 0.49020 1.05545 -0.65821  0.178
4 C -0.80419 -2.00574 0.90107  -1.127
5 N 0.90025 -1.09165 -0.51122  -0.523
6 N 0.79614 2.35524 -1.20644  -0.583
7 O 1.30346 0.08722 -1.06223  -0.106
8 Cl -1.86055 1.26735 0.62446  -0.240
9 I 2.61760 3.01264 -1.07484  0.186
10 H -1.90839 -2.18353 0.74313  0.275
11 H -0.31608 -2.88548 0.56323  0.372
12 H -0.72157 -2.16041 1.99378  0.271
13 H 0.12037 2.93977 -0.69599  0.359

Atomic forces in eV per Å
2.2944 0.2573 -1.7112
-1.1677 1.4046 0.3299
0.4186 0.4318 -0.3718
-1.5295 -1.4108 1.0699
1.2241 -1.6514 -0.3098
-4.0763 -2.3100 1.5270
0.0986 0.3345 0.1387
-1.7611 0.9615 1.0219
2.0921 0.7355 0.2121
1.1233 0.7741 -0.3777
0.3685 -0.9549 -0.6688
0.3247 1.1054 -0.2887
0.5902 0.3224 -0.5715

Computed properties:
E_HOMO, hartree: -0.31983
Gap between HOMO and LUMO, eV: 8.4703
E_LUMO, Ha: -0.0086
SMILES string: Cc1noc(NI)c1Cl



5.
This record from OMol25 describes a 2-piece molecular cluster, CBr2Cl2FOP overall at a distorted geometry. The level of theory is ωB97M-V/def2-TZVPD.

Each line ends with the Mulliken charge.
Cartesian coordinates (Å):
1 C 2.04845 0.18268 -0.63105  0.454
2 O 2.69601 0.38322 -1.58226  -0.290
3 F -0.70442 -0.22022 -0.25185  0.002
4 P -2.35901 -0.32825 -0.02458  0.369
5 Cl -1.92337 -1.77846 1.45709  -0.168
6 Cl -2.52026 1.50676 1.08313  -0.175
7 Br 1.63449 -1.58494 0.00783  -0.066
8 Br 1.12811 1.83921 -0.05830  -0.126

Atomic forces in eV per Å
-0.8592 1.0874 -0.9401
0.9223 -0.8899 -0.1313
-3.1016 0.2159 -0.7029
3.0587 0.4508 1.8255
-1.0218 0.7095 -0.4882
-0.0716 -1.5182 -0.7374
0.6742 0.4695 0.3418
0.3990 -0.5250 0.8326

Computed properties:
E_HOMO, hartree: -0.38353
Gap between HOMO and LUMO, eV: 9.7234
E_LUMO, Ha: -0.0262
SMILES string: O=C(Br)Br.FP(Cl)Cl



6.
This record from OMol25 describes C20H16ClMoN4O4 as an isolated structure. The level of theory is ωB97M-V/def2-TZVPD.

Each line ends with the Mulliken charge.
Cartesian coordinates (Å):
1 Mo -0.20251 0.63108 0.58780  0.562
2 N -0.85282 -0.03638 2.59959  -0.446
3 C -0.44307 1.05633 3.52485  -0.216
4 C -0.80752 2.37976 2.86521  0.303
5 O -1.21104 3.33057 3.47697  -0.579
6 N -0.66241 2.32023 1.47898  0.035
7 C -1.52648 3.17711 0.68130  -0.708
8 C -2.32000 2.26667 -0.28668  0.608
9 O -3.06263 2.69280 -1.11891  -0.571
10 O -2.03901 0.96497 -0.10349  -0.571
11 H -1.86480 -0.14336 2.62089  0.302
12 H -0.45304 -0.92338 2.89716  0.243
13 H 0.63792 0.99822 3.66081  0.179
14 H -0.92975 0.98857 4.49476  0.434
15 H -0.96401 3.89174 0.07889  0.308
16 H -2.20989 3.74458 1.31305  0.427
17 Cl 2.70554 -5.35285 3.26697  -0.184
18 C 2.34977 -3.78927 2.62797  0.081
19 C 2.94653 -2.65919 3.19286  -0.551
20 C 2.68572 -1.40374 2.68976  -0.299
21 C 1.79252 -1.23054 1.62682  0.310
22 O 1.57645 -0.00221 1.15499  -0.904
23 C 1.18674 -2.37867 1.05812  0.233
24 C 0.41060 -2.28620 -0.15731  0.243
25 N -0.21209 -1.21948 -0.51998  0.307
26 C -0.60337 -1.01306 -1.87748  -0.176
27 C -1.21835 -1.91334 -2.69278  -0.490
28 C -1.46691 -1.57711 -4.04447  -0.864
29 C -1.08215 -0.36913 -4.54770  -0.884
30 C -0.45112 0.58662 -3.71246  0.870
31 C -0.01900 1.85871 -4.15414  -0.540
32 C 0.57784 2.71947 -3.27742  -1.004
33 C 0.70814 2.33836 -1.93252  -0.226
34 N 0.30641 1.16705 -1.48279  0.080
35 C -0.24251 0.26923 -2.36554  0.809
36 C 1.50447 -3.65448 1.55543  -0.949
37 H 3.63074 -2.78128 4.02179  0.441
38 H 3.17326 -0.52889 3.09873  0.513
39 H 0.43492 -3.13948 -0.83561  0.504
40 H -1.52552 -2.87874 -2.31091  0.524
41 H -1.96413 -2.29534 -4.68103  0.419
42 H -1.26279 -0.12162 -5.58544  0.432
43 H -0.16484 2.13877 -5.18991  0.464
44 H 0.92504 3.69389 -3.58723  0.418
45 H 1.13624 3.01664 -1.20382  0.629
46 H 1.07290 -4.53360 1.09395  0.483

Atomic forces in eV per Å
0.2582 -0.0002 0.1467
0.0226 0.0624 0.0313
0.0078 -0.0439 -0.0082
-0.0052 0.0036 -0.0325
-0.0029 -0.0007 0.0086
-0.0999 0.1064 0.0532
-0.0243 -0.0277 -0.0209
0.0223 -0.0981 0.0288
-0.0063 0.0260 -0.0133
-0.1195 0.0920 -0.0755
-0.0050 -0.0035 -0.0033
0.0076 -0.0054 -0.0068
-0.0011 0.0046 0.0116
-0.0013 0.0112 0.0049
-0.0086 0.0101 0.0028
0.0004 0.0151 -0.0073
-0.0033 0.0033 -0.0059
-0.0158 -0.0179 -0.0180
0.0202 0.0304 0.0232
0.0036 -0.0396 0.0045
-0.0001 0.0074 -0.0508
-0.0592 -0.0401 -0.0556
-0.0389 -0.0054 -0.0675
0.0135 -0.0071 0.0370
-0.0153 -0.0561 -0.1452
0.0266 0.0833 0.0868
-0.0246 -0.0171 -0.0649
0.0077 -0.0225 0.0579
0.0095 0.0284 -0.0053
-0.0073 0.0274 -0.0594
-0.0172 -0.0249 -0.0282
0.0083 -0.0109 0.0632
0.0037 0.0411 -0.0462
0.0082 -0.0574 0.0181
0.0051 -0.0539 0.0692
0.0263 -0.0002 0.0359
-0.0022 -0.0016 0.0000
0.0001 -0.0014 0.0053
0.0029 -0.0073 0.0088
0.0010 -0.0008 -0.0022
-0.0014 -0.0048 0.0057
0.0034 0.0050 0.0027
-0.0025 -0.0055 0.0016
0.0006 0.0013 0.0046
0.0021 -0.0022 0.0008
0.0002 -0.0027 0.0040

Computed properties:
E_HOMO (alpha / beta), hartree: -0.42361 / -0.43478
Gap between HOMO and LUMO (alpha / beta), eV: 7.0663 / 7.4585
Spin multiplicity: 3
Net charge: +1
E_LUMO (alpha / beta), Ha: -0.1639 / -0.1607



7.
This record from OMol25 describes an isolated ion of composition C3H5N2O2 and charge -1 at a distorted geometry. The level of theory is ωB97M-V/def2-TZVPD.

Each line ends with the Mulliken charge.
Cartesian coordinates (Å):
1 O 3.46683 -1.03737 0.33055  -0.484
2 C 2.69898 -0.17278 0.53304  0.555
3 N 1.64488 0.38980 0.78471  -0.424
4 N 1.04512 0.87997 -0.44370  -0.657
5 C -0.14682 0.07255 -0.72122  -0.358
6 C -1.37580 0.46925 0.19934  -0.334
7 O -2.14855 -0.64678 0.68221  -0.534
8 H -0.42849 0.33001 -1.77260  0.240
9 H 0.11881 -1.02956 -0.62535  0.307
10 H -2.06673 1.12873 -0.39758  0.152
11 H -1.04196 1.09695 1.06166  0.253
12 H -1.76627 -1.48076 0.36895  0.284

Atomic forces in eV per Å
1.7124 0.0729 -0.0816
-2.4289 -0.9406 0.3040
1.0401 -0.0235 0.9884
-1.1611 0.6001 -2.0905
0.8133 1.0347 0.8772
0.0669 0.1515 -0.4565
-0.2067 -0.1936 0.0437
0.2916 -0.4801 0.6495
-0.8120 0.5036 -0.1016
0.4788 -0.5759 0.4239
0.0432 -0.7550 -0.5600
0.1625 0.6058 0.0037

Computed properties:
E_HOMO, hartree: -0.06450
Gap between HOMO and LUMO, eV: 5.7756
Net charge: -1
E_LUMO, Ha: 0.1478



8.
This record from OMol25 describes C23H22F9IrN4O3S2 as an isolated structure at a distorted geometry. The level of theory is ωB97M-V/def2-TZVPD.

Each line ends with the Mulliken charge.
Cartesian coordinates (Å):
1 Ir -0.41618 0.97116 0.27774  1.710
2 C 1.10082 -2.46519 2.27569  -1.589
3 C 1.05098 -1.03360 1.80620  1.330
4 O 0.62966 -0.86277 0.62550  -0.811
5 C 1.49259 -0.03372 2.70495  -1.607
6 C 1.75736 1.27668 2.28296  1.262
7 C 2.69044 2.18776 3.01982  -1.435
8 N 1.24272 1.65555 1.13514  0.514
9 N 1.84636 2.67180 0.41082  -0.698
10 C 1.53546 2.53127 -0.84680  0.506
11 O 0.75934 1.59201 -1.31114  -0.889
12 C 2.10931 3.48663 -1.82827  0.193
13 C 1.68088 3.44531 -3.15058  -0.393
14 C 2.17825 4.35228 -4.07588  -0.653
15 C 3.10593 5.30735 -3.68686  -0.358
16 C 3.53812 5.34948 -2.36634  -0.626
17 C 3.04349 4.44497 -1.44157  -0.308
18 H 0.86696 -3.12735 1.44671  0.305
19 H 0.33525 -2.59397 3.04407  0.257
20 H 2.06970 -2.71501 2.71048  0.460
21 H 1.83599 -0.35335 3.67920  0.332
22 H 3.01114 1.72567 3.95186  0.450
23 H 2.18978 3.13490 3.22871  0.227
24 H 3.56381 2.41597 2.40923  0.294
25 H 0.95240 2.69753 -3.43273  0.428
26 H 1.83596 4.31571 -5.10281  0.380
27 H 3.48913 6.01965 -4.40735  0.362
28 H 4.26340 6.09256 -2.05787  0.374
29 H 3.36612 4.46679 -0.40961  0.442
30 C -1.66379 2.23368 4.41079  -1.757
31 C -1.49192 2.14199 2.91439  0.358
32 S -1.54850 0.56621 2.22195  -0.353
33 C -1.35736 3.24689 2.12347  0.874
34 C -1.33710 4.64945 2.66070  -1.511
35 S -1.28633 3.09462 0.40249  -0.624
36 H -1.71481 1.23560 4.84339  0.443
37 H -2.57321 2.77263 4.68904  0.389
38 H -0.81667 2.75068 4.86862  0.332
39 H -1.69234 4.70401 3.68917  0.400
40 H -1.95931 5.30313 2.04566  0.352
41 H -0.32002 5.04958 2.62287  0.262
42 F -1.32870 -4.75085 1.30726  -0.308
43 C -2.46803 -4.03106 1.38479  0.364
44 F -2.33274 -3.20490 2.42419  -0.231
45 F -3.44782 -4.90979 1.70592  -0.313
46 C -2.71858 -3.22512 0.05276  0.903
47 O -1.96580 -2.16551 -0.03563  -0.621
48 C -4.25580 -2.86137 0.02222  0.517
49 F -5.08294 -3.88898 -0.28964  -0.316
50 F -4.66326 -2.38812 1.21252  -0.283
51 F -4.49556 -1.89860 -0.87851  -0.184
52 C -2.45134 -4.21333 -1.14621  0.432
53 F -2.95957 -5.45650 -1.00917  -0.299
54 F -1.14142 -4.35339 -1.37285  -0.259
55 F -2.97907 -3.70959 -2.29228  -0.293
56 N -2.71496 -0.34202 -2.92506  0.107
57 C -3.55731 0.70891 -2.63091  -0.822
58 C -3.06333 1.26681 -1.49703  -0.386
59 N -1.95094 0.56295 -1.09710  0.468
60 C -1.76975 -0.39895 -1.97545  -0.753
61 H -2.81497 -1.00480 -3.67155  0.230
62 H -4.41907 0.94539 -3.22691  0.399
63 H -3.43439 2.10279 -0.93359  0.460
64 H -0.99761 -1.14386 -1.92488  0.564

Atomic forces in eV per Å
-0.1083 1.1246 0.2700
0.0827 0.0091 -0.0562
0.2014 -0.0960 0.1354
-0.3391 0.0341 -0.2076
-0.1791 0.0214 -0.0250
0.2052 -0.3871 -0.3052
0.0877 -0.0469 -0.0241
-0.2943 0.3037 0.3643
0.0718 0.0021 -0.0108
0.0506 -0.2203 0.0293
0.0876 0.2774 -0.0989
-0.0003 0.0380 -0.0031
0.0110 -0.0090 0.0002
0.0061 -0.0021 -0.0017
-0.0033 0.0006 -0.0001
0.0060 -0.0021 0.0000
0.0087 -0.0056 -0.0027
-0.0127 -0.0009 -0.0070
-0.0193 -0.0208 -0.0185
-0.0081 0.0051 0.0141
-0.0286 0.0092 0.0140
-0.0122 0.0066 0.0032
0.0052 0.0061 -0.0141
0.0068 -0.0120 0.0054
-0.0048 0.0049 0.0014
0.0002 -0.0006 0.0002
0.0067 -0.0062 -0.0020
-0.0019 0.0013 0.0005
-0.0081 0.0051 0.0018
-0.0309 -0.0251 -0.0083
0.0249 0.0423 0.0009
0.0604 -0.0003 -0.2160
-0.1282 -0.0813 -0.0061
-0.0429 0.0045 -0.0202
0.2786 0.0152 0.0618
-0.0157 0.0024 0.0010
0.0048 0.0072 -0.0052
0.0008 -0.0100 0.0038
-0.0020 -0.0015 -0.0013
0.0092 -0.0003 -0.0061
-0.0036 0.0039 0.0113
0.0180 0.0109 0.0071
0.0120 -0.0049 -0.0308
0.0012 0.0054 0.0178
-0.0053 -0.0093 -0.0026
-0.0150 -0.0109 -0.0085
-0.0990 -0.2267 0.1076
0.0225 0.0242 -0.0022
-0.0035 -0.0075 0.0121
-0.0034 0.0150 0.0039
-0.0015 0.0109 -0.0245
-0.0209 0.0725 -0.0475
-0.0008 -0.0215 0.0055
0.0105 -0.0079 0.0015
0.0004 -0.0108 0.0125
0.0305 0.0402 -0.0462
0.0128 -0.0431 0.0373
-0.1207 -0.0457 0.1111
0.2747 -0.6702 -0.1966
-0.0745 -0.0468 0.0804
-0.0392 -0.0493 0.0426
0.0014 0.0023 0.0011
0.0217 0.0112 0.0075
0.0050 -0.0346 0.0322

Computed properties:
E_HOMO (alpha / beta), hartree: -0.14447 / -0.16571
Gap between HOMO and LUMO (alpha / beta), eV: 6.5162 / 5.9865
Spin multiplicity: 2
Net charge: -1
E_LUMO (alpha / beta), Ha: 0.0950 / 0.0543



Number 1: E -24926.721 eV. Number 2: E -11334.916 eV. Number 3: E -17792.429 eV. Number 4: E -29860.988 eV. Number 5: E -180221.605 eV. Number 6: E -49525.413 eV. Number 7: E -10264.808 eV. Number 8: E -85282.248 eV.